{"formula": "C22H35CoNO3P2S", "method": "the ωB97M-V functional and the def2-TZVPD basis", "e_lumo_ev": [0.16, 0.14], "energy_ha": -3603.26994, "multiplicity": 4, "de_lowest_kj_mol": 10.1, "gap_ev": [6.421, 8.593], "charge": 0, "elements": ["P", "P", "C", "C", "H", "H", "H", "H", "C", "H", "H", "H", "C", "H", "H", "H", "C", "H", "H", "H", "C", "H", "H", "H", "Co", "C", "C", "C", "C", "C", "C", "C", "C", "C", "H", "H", "H", "H", "H", "H", "H", "H", "H", "H", "H", "H", "H", "H", "H", "O", "C", "N", "S", "O", "O", "C", "C", "C", "C", "C", "C", "H", "H", "H", "H"], "xyz": [[1.508, 1.556, -3.512], [-0.788, -0.590, -3.635], [1.171, 0.729, -5.168], [-0.278, 0.270, -5.246], [1.904, -0.094, -5.285], [1.369, 1.481, -5.949], [-0.991, 1.099, -5.433], [-0.390, -0.456, -6.069], [-0.181, -2.248, -4.213], [-0.567, -3.034, -3.548], [0.920, -2.255, -4.214], [-0.546, -2.425, -5.236], [-2.527, -0.699, -4.255], [-2.522, -1.190, -5.236], [-2.932, 0.318, -4.364], [-3.143, -1.281, -3.554], [3.296, 1.712, -3.894], [3.798, 2.298, -3.110], [3.385, 2.220, -4.861], [3.729, 0.703, -3.962], [0.920, 3.219, -4.076], [-0.174, 3.203, -4.203], [1.396, 3.431, -5.044], [1.211, 3.989, -3.347], [0.232, 0.228, 1.912], [-1.365, -0.262, 0.425], [-0.347, -1.210, 0.417], [0.828, -1.364, -0.522], [2.122, -0.659, -0.052], [1.882, 0.669, 0.612], [0.880, 1.619, 0.376], [-0.153, 1.675, -0.708], [-1.502, 1.015, -0.354], [1.075, 1.390, 3.190], [-2.276, -0.566, 0.951], [-0.538, -2.105, 1.028], [0.551, -1.029, -1.536], [1.031, -2.449, -0.605], [2.623, -1.328, 0.666], [2.852, -0.499, -0.864], [2.734, 1.067, 1.179], [1.037, 2.586, 0.870], [0.258, 1.208, -1.626], [-0.327, 2.745, -0.934], [-2.052, 1.736, 0.268], [-2.154, 0.859, -1.232], [0.300, 1.845, 3.827], [1.749, 2.167, 2.803], [1.664, 0.703, 3.828], [1.112, -2.211, 3.757], [0.096, -1.635, 4.168], [-0.581, -0.666, 3.419], [-2.042, -0.071, 4.050], [-1.974, 1.340, 4.347], [-3.164, -0.560, 3.287], [-1.754, -1.003, 5.524], [-2.513, -0.919, 6.686], [-2.091, -1.617, 7.819], [-0.933, -2.423, 7.778], [-0.191, -2.509, 6.593], [-0.593, -1.764, 5.466], [-3.402, -0.298, 6.644], [-2.690, -1.548, 8.732], [-0.641, -2.959, 8.680], [0.690, -3.153, 6.544]], "forces_ev_per_a": [[0.747, -0.201, -1.633], [-0.560, 0.033, -1.951], [-0.018, 0.371, 0.288], [0.122, -0.245, 0.305], [-0.531, 0.250, 0.025], [0.184, -0.341, 0.116], [0.527, -0.258, 0.147], [-0.218, 0.273, 0.229], [-0.122, -0.061, 0.327], [0.292, 0.110, -0.193], [-0.363, -0.125, 0.084], [0.134, -0.052, 0.301], [-0.243, -0.405, 0.430], [-0.168, 0.103, 0.173], [0.031, -0.359, 0.147], [-0.022, 0.235, -0.292], [0.154, 0.438, 0.258], [0.078, -0.232, -0.303], [0.303, -0.089, 0.144], [-0.020, 0.370, 0.113], [0.124, 0.059, 0.266], [0.369, 0.115, 0.130], [-0.189, 0.116, 0.249], [-0.256, -0.132, -0.244], [-0.514, -0.321, 0.748], [0.321, -1.430, -0.621], [-1.404, 0.085, -0.570], [0.413, -0.042, -0.769], [-0.137, -0.265, 0.173], [-0.158, 1.892, -1.404], [2.043, -0.301, -0.444], [-0.440, -0.533, -0.898], [0.049, 0.504, 0.277], [0.925, 1.441, 1.613], [0.435, 0.242, 0.290], [0.026, 0.532, -0.114], [0.113, 0.028, 0.531], [-0.056, 0.518, 0.020], [-0.061, 0.308, -0.058], [-0.338, -0.201, 0.017], [-0.536, -0.470, 0.173], [-0.080, -0.598, 0.043], [-0.432, 0.275, 0.836], [0.045, -0.519, 0.011], [-0.071, -0.292, 0.070], [0.443, 0.017, 0.117], [0.321, 0.022, -0.130], [-0.120, -0.077, 0.275], [-0.089, 0.254, -0.157], [-1.288, 0.709, 0.697], [-0.043, 0.903, -1.556], [-1.162, -0.833, 0.409], [2.206, -1.308, 0.283], [-0.159, -0.524, -0.354], [0.235, 0.204, 0.167], [-0.353, -0.157, 1.251], [0.223, -0.099, -0.370], [0.033, -0.171, -0.089], [-0.524, 0.534, -0.470], [-0.193, 0.140, -0.107], [-0.178, -0.680, 1.303], [0.012, -0.102, 0.398], [0.318, -0.060, -0.288], [0.036, 0.065, -0.330], [-0.215, 0.335, -0.088]], "lowdin_spin": [0.000, 0.000, 0.000, 0.000, 0.000, 0.000, 0.000, 0.000, 0.000, 0.000, 0.000, 0.000, 0.000, 0.000, 0.000, 0.000, 0.000, 0.000, 0.000, 0.000, 0.000, 0.000, 0.000, 0.000, 2.487, 0.042, -0.014, -0.004, 0.008, 0.059, 0.012, -0.002, 0.008, 0.190, 0.002, 0.001, -0.001, -0.001, 0.002, 0.003, 0.002, 0.001, 0.000, 0.000, 0.002, 0.002, 0.022, 0.017, 0.012, 0.021, 0.016, 0.087, 0.007, 0.003, 0.001, 0.005, 0.000, 0.002, 0.000, 0.002, 0.003, 0.000, 0.000, 0.000, 0.000]}


{"formula": "C18H25N2Sn", "method": "the ωB97M-V functional and the def2-TZVPD basis", "e_lumo_ev": -4.04, "energy_ha": -1024.33566, "gap_ev": 7.282, "charge": 1, "elements": ["C", "C", "C", "C", "H", "H", "H", "H", "H", "H", "H", "H", "H", "C", "C", "C", "H", "C", "C", "H", "H", "H", "H", "C", "C", "C", "H", "C", "C", "H", "H", "H", "H", "Sn", "C", "C", "N", "C", "C", "N", "H", "H", "H", "H", "H", "H"], "xyz": [[-1.097, 1.776, -0.667], [-1.831, 1.235, -1.889], [-2.069, 2.647, 0.122], [-0.003, 2.695, -1.205], [-2.112, 3.666, -0.295], [-1.781, 2.753, 1.168], [-3.090, 2.267, 0.113], [-2.389, 2.038, -2.396], [-2.555, 0.457, -1.654], [-1.141, 0.827, -2.628], [-0.368, 3.247, -2.085], [0.885, 2.153, -1.523], [0.311, 3.448, -0.485], [-1.252, -1.882, 2.014], [-2.169, -0.807, 2.037], [-2.672, -0.637, 0.735], [-2.444, -0.225, 2.901], [-2.055, -1.587, -0.101], [-1.180, -2.372, 0.694], [-0.608, -3.221, 0.364], [-0.711, -2.268, 2.861], [-3.398, 0.093, 0.432], [-2.243, -1.712, -1.152], [2.214, 0.085, 1.495], [1.415, -0.178, 2.623], [0.592, 0.946, 2.850], [1.439, -1.077, 3.217], [0.881, 1.907, 1.861], [1.875, 1.373, 1.013], [2.306, 1.858, 0.156], [2.969, -0.568, 1.096], [-0.130, 1.053, 3.643], [0.422, 2.873, 1.771], [-0.180, -0.054, 0.660], [1.368, -0.586, -2.735], [1.624, -1.534, -1.631], [1.140, -1.454, -0.362], [1.699, -2.529, 0.260], [2.472, -3.233, -0.628], [2.419, -2.608, -1.809], [2.332, -0.179, -3.105], [0.838, -1.101, -3.563], [0.781, 0.235, -2.360], [1.550, -2.790, 1.300], [3.036, -4.134, -0.425], [2.910, -2.894, -2.685]], "forces_ev_per_a": [[-0.357, 0.656, -1.144], [-0.093, -0.720, -0.106], [-0.178, -0.343, 0.888], [0.693, -0.087, 0.188], [0.203, -0.374, -0.085], [0.047, 0.099, 0.074], [0.037, -0.127, -0.020], [0.243, -0.026, 0.318], [-0.035, 0.063, 0.041], [-0.028, -0.029, -0.051], [-0.134, -0.242, 0.272], [0.086, 0.032, -0.114], [0.080, -0.077, 0.126], [0.484, -0.179, -0.006], [-0.449, 0.506, -0.019], [-0.434, -0.341, 0.212], [-0.018, 0.007, 0.063], [-0.102, -0.392, 0.033], [-0.922, -0.194, -0.105], [-0.085, 0.037, -0.018], [0.012, -0.039, 0.078], [-0.082, 0.109, -0.013], [-0.002, -0.105, -0.149], [0.553, 0.818, 0.453], [0.191, -0.510, -0.229], [-0.458, 0.552, 0.047], [0.023, -0.028, 0.091], [0.328, 0.220, 0.363], [0.426, -0.073, 0.157], [0.140, 0.091, -0.028], [0.027, 0.074, -0.017], [-0.019, 0.011, 0.052], [-0.058, 0.118, 0.007], [-0.948, 1.340, -0.122], [0.346, -0.169, -0.511], [-0.754, 0.930, 0.032], [1.762, -1.072, -3.374], [0.890, -1.475, 0.164], [0.046, -1.173, 2.486], [0.007, 0.631, -1.177], [-0.570, -0.204, 0.063], [0.269, 0.466, 0.391], [-0.231, 0.248, -0.108], [-0.088, 0.223, -0.188], [-0.058, 0.185, -0.228], [-0.788, 0.565, 1.214]], "nbo_charge": [-0.128, -0.669, -0.675, -0.668, 0.240, 0.225, 0.221, 0.237, 0.222, 0.203, 0.237, 0.206, 0.223, -0.326, -0.346, -0.309, 0.252, -0.380, -0.313, 0.244, 0.245, 0.242, 0.245, -0.312, -0.353, -0.322, 0.244, -0.344, -0.338, 0.236, 0.239, 0.250, 0.244, 1.835, -0.658, 0.414, -0.609, -0.085, -0.060, -0.491, 0.250, 0.251, 0.232, 0.245, 0.247, 0.457]}


{"formula": "C12H20F6N3O4PdS2Si", "method": "the ωB97M-V functional and the def2-TZVPD basis", "e_lumo_ev": -3.99, "energy_ha": -2747.21746, "de_lowest_kj_mol": 12.2, "gap_ev": 8.014, "charge": 1, "elements": ["Pd", "F", "C", "F", "F", "S", "O", "O", "N", "S", "O", "O", "C", "F", "F", "F", "N", "C", "C", "N", "H", "H", "H", "H", "H", "H", "H", "H", "H", "C", "Si", "C", "C", "C", "C", "C", "C", "C", "H", "H", "H", "H", "H", "H", "H", "H", "H", "H", "H"], "xyz": [[0.936, -0.940, -0.204], [-2.820, 1.369, 2.288], [-2.278, 0.416, 3.081], [-3.166, -0.537, 3.255], [-1.967, 0.966, 4.242], [-0.731, -0.189, 2.270], [-0.305, -1.331, 3.006], [0.080, 0.996, 2.171], [-1.179, -0.505, 0.751], [-1.853, -1.932, 0.336], [-0.834, -2.781, -0.221], [-2.812, -2.434, 1.258], [-2.794, -1.274, -1.110], [-3.669, -0.349, -0.703], [-3.433, -2.258, -1.708], [-1.961, -0.690, -1.985], [-3.482, 3.967, -0.772], [-2.894, 3.966, 0.569], [-1.453, 3.477, 0.458], [-1.479, 2.228, -0.366], [-4.483, 3.827, -0.741], [-2.213, 2.395, -1.078], [-3.314, 4.838, -1.259], [-3.464, 3.287, 1.199], [-2.894, 4.941, 1.060], [-0.986, 3.259, 1.414], [-0.849, 4.202, -0.087], [-0.590, 2.025, -0.816], [-1.715, 1.385, 0.181], [4.002, 0.399, 0.913], [3.026, -0.113, -0.565], [3.264, 0.954, -2.058], [2.739, -1.933, -0.858], [2.845, -2.834, 0.232], [2.519, -4.169, 0.076], [2.068, -4.626, -1.156], [1.931, -3.765, -2.237], [2.254, -2.429, -2.094], [5.047, 0.096, 0.805], [3.605, -0.040, 1.828], [3.980, 1.485, 1.019], [4.285, 0.841, -2.434], [3.129, 2.007, -1.803], [2.576, 0.698, -2.863], [3.197, -2.477, 1.192], [2.604, -4.850, 0.911], [1.808, -5.670, -1.272], [1.565, -4.138, -3.184], [2.155, -1.758, -2.939]], "forces_ev_per_a": [[-0.149, -0.494, -0.140], [-0.002, 0.007, -0.008], [-0.037, -0.043, 0.022], [0.041, 0.006, 0.016], [0.017, 0.007, 0.000], [0.050, 0.005, 0.129], [0.007, 0.106, -0.090], [-0.074, -0.005, 0.035], [0.244, 0.068, 0.031], [-0.141, 0.088, 0.011], [-0.004, 0.043, -0.004], [0.085, 0.009, -0.057], [-0.028, 0.049, -0.018], [0.008, -0.029, 0.005], [-0.017, -0.017, -0.008], [0.010, -0.027, 0.022], [0.006, -0.007, 0.011], [0.010, 0.033, -0.020], [-0.029, 0.013, -0.060], [-0.079, -0.087, 0.047], [0.002, -0.001, -0.001], [-0.014, 0.013, 0.008], [0.001, 0.003, -0.003], [-0.011, 0.009, 0.000], [0.002, 0.003, -0.003], [-0.023, -0.015, 0.022], [0.026, -0.005, 0.013], [0.060, 0.004, 0.001], [0.050, 0.048, -0.058], [0.033, -0.002, 0.044], [-0.252, -0.087, 0.012], [0.020, 0.028, -0.026], [0.177, 0.219, 0.083], [-0.030, -0.014, -0.037], [0.007, 0.020, 0.033], [-0.010, -0.036, -0.008], [-0.010, 0.012, -0.030], [0.004, 0.055, 0.026], [0.004, 0.011, -0.001], [0.018, -0.005, 0.005], [-0.003, 0.000, 0.012], [0.004, 0.009, 0.001], [-0.005, 0.000, -0.001], [0.010, 0.002, -0.008], [0.011, -0.005, -0.002], [0.001, 0.005, 0.003], [-0.001, 0.001, 0.002], [-0.001, 0.006, -0.002], [0.011, -0.004, -0.011]], "nbo_charge": [0.289, -0.347, 0.730, -0.278, -0.289, 2.241, -0.881, -0.948, -1.342, 2.249, -0.930, -0.866, 0.724, -0.315, -0.282, -0.322, -0.871, -0.250, -0.231, -0.713, 0.392, 0.460, 0.381, 0.220, 0.215, 0.253, 0.211, 0.432, 0.471, -1.163, 1.613, -1.161, -0.646, -0.082, -0.226, -0.117, -0.224, -0.133, 0.270, 0.268, 0.264, 0.272, 0.257, 0.254, 0.220, 0.236, 0.234, 0.235, 0.224]}